No. 1
Density functional theory data (wB97M-V/def2-TZVPD) for 5 unconnected molecules or ions with the total composition C39H38F5IN4O in a non-equilibrium geometry.

Its SMILES is CCc1c([C@H](C)F)c(N)c2nc(CCC(N)=O)cnc2c1I.Fc1ccccc1.Fc1ccccc1.Fc1ccccc1.Fc1ccccc1. Its frontier orbital gap is 0.3068 Eh. As for the relative energy (zero: lowest compared OMol25 entry of this formula, charge and spin): 0.0 kcal/mol. For the LUMO energy, the calculation gives -0.325 eV.

Last column: Mulliken charge in e.
Positions of all 88 atoms, in Å:
1 C 1.825 -0.185 5.820  -1.19
2 C 2.601 -0.258 4.459  -1.80
3 C 2.043 0.750 3.482  0.37
4 C 2.735 1.974 3.193  -0.10
5 C 4.042 2.193 3.938  0.18
6 C 4.383 3.621 4.348  -1.63
7 F 5.058 1.626 3.166  -0.25
8 C 2.214 2.815 2.276  0.43
9 N 2.865 4.032 1.879  -0.50
10 C 1.002 2.532 1.609  0.17
11 N 0.528 3.432 0.702  -0.52
12 C -0.603 3.111 0.149  0.51
13 C -1.198 4.077 -0.855  -1.04
14 C -1.939 5.209 -0.076  -0.77
15 C -3.343 4.791 0.312  0.29
16 N -3.534 3.802 1.270  -0.30
17 O -4.313 5.302 -0.232  -0.62
18 C -1.267 1.898 0.438  -0.76
19 N -0.851 1.010 1.291  -0.38
20 C 0.316 1.368 1.900  1.10
21 C 0.883 0.496 2.848  -0.38
22 I -0.187 -1.312 3.202  0.06
23 H 1.161 0.681 5.773  0.32
24 H 1.190 -1.055 5.954  0.32
25 H 2.490 -0.044 6.672  0.40
26 H 3.656 -0.107 4.672  0.45
27 H 2.521 -1.274 4.079  0.66
28 H 3.992 1.616 4.857  0.35
29 H 5.020 3.641 5.231  0.39
30 H 3.508 4.254 4.452  0.34
31 H 4.985 4.066 3.552  0.38
32 H 3.828 3.848 1.639  0.33
33 H 2.797 4.713 2.618  0.28
34 H -0.357 4.549 -1.360  0.40
35 H -1.865 3.551 -1.536  0.45
36 H -2.017 6.120 -0.661  0.37
37 H -1.353 5.433 0.821  0.48
38 H -4.474 3.867 1.639  0.31
39 H -2.843 3.835 2.010  0.25
40 H -2.195 1.691 -0.086  0.66
41 F 5.096 -1.962 1.729  -0.29
42 C 5.745 -1.486 0.647  0.19
43 C 5.897 -2.301 -0.457  -0.24
44 C 6.560 -1.810 -1.573  -0.30
45 C 7.068 -0.516 -1.562  -0.57
46 C 6.910 0.287 -0.440  -0.57
47 C 6.239 -0.198 0.673  -0.26
48 H 5.500 -3.305 -0.440  0.32
49 H 6.681 -2.424 -2.444  0.44
50 H 7.589 -0.134 -2.431  0.37
51 H 7.309 1.293 -0.431  0.38
52 H 6.097 0.413 1.554  0.51
53 F -4.372 0.787 -1.571  -0.23
54 C -5.382 1.541 -2.060  0.03
55 C -5.384 2.899 -1.818  0.42
56 C -6.417 3.672 -2.324  -0.46
57 C -7.437 3.076 -3.057  -0.44
58 C -7.420 1.706 -3.287  -0.62
59 C -6.382 0.932 -2.789  -0.26
60 H -4.592 3.341 -1.242  0.07
61 H -6.424 4.739 -2.145  0.42
62 H -8.245 3.681 -3.448  0.38
63 H -8.215 1.240 -3.853  0.37
64 H -6.345 -0.135 -2.965  0.30
65 F 6.529 -4.465 -2.467  -0.30
66 C 5.571 -5.219 -3.050  0.49
67 C 4.507 -5.661 -2.290  -0.35
68 C 3.524 -6.430 -2.895  -0.46
69 C 3.622 -6.753 -4.241  -0.51
70 C 4.702 -6.303 -4.987  -0.38
71 C 5.684 -5.525 -4.391  -0.37
72 H 4.452 -5.405 -1.240  0.39
73 H 2.680 -6.778 -2.314  0.36
74 H 2.855 -7.357 -4.709  0.37
75 H 4.781 -6.557 -6.036  0.35
76 H 6.530 -5.157 -4.957  0.42
77 F -8.415 -4.971 -3.536  -0.31
78 C -7.908 -4.377 -2.439  0.43
79 C -8.318 -4.804 -1.193  -0.46
80 C -7.790 -4.192 -0.065  -0.25
81 C -6.870 -3.161 -0.197  -0.72
82 C -6.473 -2.743 -1.459  -0.12
83 C -6.990 -3.357 -2.591  -0.62
84 H -9.042 -5.604 -1.111  0.41
85 H -8.098 -4.521 0.919  0.36
86 H -6.463 -2.683 0.684  0.38
87 H -5.759 -1.936 -1.562  0.49
88 H -6.687 -3.051 -3.584  0.42


No. 2
Density functional theory data (wB97M-V/def2-TZVPD) for a single C4H9NO2 molecule in a non-equilibrium geometry.

Its SMILES is CO/C=C(\N)OC. Its frontier orbital gap is 0.3417 Eh. As for the relative energy (zero: lowest compared OMol25 entry of this formula, charge and spin): 113.8 kcal/mol. For the LUMO energy, the calculation gives 0.955 eV.

Last column: natural (NBO) charge in e.
Positions of all 16 atoms, in Å:
1 C -2.139 -1.499 -0.686  -0.25
2 O -1.495 -0.841 0.387  -0.59
3 C -0.062 -0.380 -0.009  -0.03
4 C -0.043 0.887 0.267  0.47
5 N -0.733 1.839 0.882  -0.83
6 O 1.449 1.146 -0.288  -0.61
7 C 2.565 0.344 0.026  -0.24
8 H -1.599 -2.414 -0.966  0.16
9 H -3.147 -1.787 -0.371  0.19
10 H -2.234 -0.852 -1.570  0.16
11 H 0.444 -1.194 -0.493  0.22
12 H -1.255 1.543 1.699  0.42
13 H -0.404 2.794 0.822  0.42
14 H 2.541 -0.021 1.063  0.17
15 H 3.476 0.940 -0.094  0.19
16 H 2.634 -0.506 -0.668  0.16


No. 3
Density functional theory data (wB97M-V/def2-TZVPD) for a molecular structure, BF4K3 in a non-equilibrium geometry.

As for the charge: +2. Its frontier orbital gap is 0.3044 Eh. As for the relative energy (zero: lowest compared OMol25 entry of this formula, charge and spin): 45.7 kcal/mol. For the LUMO energy, the calculation gives -6.096 eV.

Last column: natural (NBO) charge in e.
Positions of all 8 atoms, in Å:
1 K -4.429 2.535 1.138  1.00
2 K -2.128 -4.782 -0.312  1.00
3 K 4.226 -1.190 3.348  1.00
4 B 0.454 0.697 -0.852  1.31
5 F -0.188 0.363 0.287  -0.59
6 F 0.575 -0.404 -1.642  -0.57
7 F -0.247 1.710 -1.472  -0.57
8 F 1.738 1.070 -0.495  -0.58


No. 4
Density functional theory data (wB97M-V/def2-TZVPD) for a molecular structure, C28H58F3N2O6Y in a non-equilibrium geometry.

Its frontier orbital gap is 0.3223 Eh. As for the relative energy (zero: lowest compared OMol25 entry of this formula, charge and spin): 0.0 kcal/mol. For the LUMO energy, the calculation gives 0.479 eV.

Last column: Mulliken charge in e.
Positions of all 98 atoms, in Å:
1 Y 0.112 0.393 0.476  0.79
2 C 2.726 0.122 4.119  -1.16
3 C 2.610 1.128 2.974  0.22
4 C 3.970 1.224 2.288  -1.08
5 O 1.617 0.747 2.102  -0.20
6 H 1.743 0.001 4.583  0.24
7 H 3.452 0.445 4.864  0.41
8 H 2.982 -0.850 3.692  0.19
9 H 2.400 2.120 3.416  0.36
10 H 3.963 1.875 1.409  0.05
11 H 4.246 0.228 1.918  0.20
12 H 4.757 1.595 2.947  0.45
13 C -2.820 -2.538 -1.367  -1.25
14 C -2.005 -2.521 -0.071  1.31
15 C -1.361 -3.867 0.238  -1.52
16 O -1.105 -1.469 -0.012  0.53
17 H -2.163 -2.532 -2.240  0.13
18 H -3.480 -1.674 -1.437  0.26
19 H -3.454 -3.430 -1.357  0.45
20 H -2.728 -2.343 0.757  -0.62
21 H -0.782 -3.811 1.162  0.37
22 H -0.736 -4.208 -0.592  0.24
23 H -2.116 -4.641 0.416  0.43
24 C 0.753 3.376 -1.272  -0.94
25 O 1.107 3.085 -2.634  -0.22
26 O 0.243 2.326 -0.687  0.49
27 C 1.986 3.883 -0.532  0.69
28 F 2.633 4.851 -1.206  -0.32
29 F 1.642 4.381 0.673  -0.29
30 F 2.874 2.889 -0.307  -0.21
31 C 0.998 4.141 -3.582  -0.31
32 C 1.107 3.508 -4.957  -1.09
33 H 2.131 3.290 -5.253  0.30
34 H 0.573 2.551 -4.962  0.18
35 H 0.640 4.104 -5.744  0.38
36 H 1.887 4.767 -3.449  0.20
37 H 0.106 4.757 -3.444  0.40
38 H 0.054 4.250 -1.307  0.14
39 C -2.998 1.394 -0.420  -2.13
40 C -3.468 1.231 1.013  1.37
41 C -4.466 0.069 1.056  -1.11
42 C -4.735 -0.438 2.458  -0.76
43 C -3.447 -0.749 3.186  -1.15
44 C -2.469 0.401 3.216  1.40
45 N -2.302 0.893 1.850  1.71
46 O -1.330 1.940 1.749  -0.49
47 C -2.947 1.467 4.221  -1.60
48 C -1.114 -0.131 3.705  -2.34
49 C -4.176 2.514 1.483  -1.44
50 H -3.869 1.663 -1.030  0.62
51 H -2.642 0.459 -0.862  -0.04
52 H -2.255 2.177 -0.587  0.48
53 H -5.391 0.488 0.652  0.42
54 H -4.099 -0.759 0.457  0.01
55 H -5.322 -1.364 2.402  0.44
56 H -5.411 0.204 3.033  0.45
57 H -2.971 -1.639 2.764  0.28
58 H -3.664 -1.049 4.217  0.38
59 H -2.426 2.415 4.050  0.18
60 H -4.010 1.660 4.088  0.34
61 H -2.747 1.194 5.253  0.50
62 H -1.216 -0.409 4.755  0.62
63 H -0.836 -1.031 3.151  0.21
64 H -0.354 0.645 3.637  0.48
65 H -5.023 2.285 2.137  0.34
66 H -4.632 3.021 0.631  0.50
67 H -3.578 3.239 2.039  0.10
68 H -1.789 2.747 2.021  0.27
69 C 2.617 -2.177 0.729  -2.13
70 C 2.696 -2.246 -0.795  1.78
71 C 2.187 -3.608 -1.217  -1.17
72 C 1.993 -3.744 -2.714  -0.75
73 C 1.042 -2.655 -3.233  -0.82
74 C 1.429 -1.238 -2.791  1.73
75 N 1.794 -1.242 -1.367  1.21
76 O 2.160 0.072 -0.959  -0.15
77 C 2.521 -0.672 -3.703  -1.69
78 C 0.205 -0.340 -2.980  -1.05
79 C 4.183 -2.123 -1.193  -1.78
80 H 1.697 -2.603 1.132  0.03
81 H 2.746 -1.154 1.092  0.30
82 H 3.443 -2.718 1.199  0.53
83 H 2.859 -4.412 -0.899  0.44
84 H 1.238 -3.861 -0.742  -0.18
85 H 1.514 -4.699 -2.956  0.52
86 H 2.930 -3.763 -3.280  0.40
87 H 0.076 -2.866 -2.766  -0.20
88 H 1.018 -2.712 -4.318  0.47
89 H 2.221 -0.804 -4.744  0.48
90 H 2.628 0.413 -3.588  0.25
91 H 3.505 -1.109 -3.561  0.20
92 H -0.038 -0.329 -4.049  0.58
93 H -0.686 -0.780 -2.520  -0.42
94 H 0.302 0.688 -2.624  -0.09
95 H 4.452 -2.248 -2.240  0.31
96 H 4.761 -2.870 -0.648  0.52
97 H 4.593 -1.146 -0.899  0.28
98 H 3.042 0.259 -1.310  0.16


No. 5
Density functional theory data (wB97M-V/def2-TZVPD) for a molecular structure, C19H29MoN4O2 in a non-equilibrium geometry.

As for the charge: +3. Its frontier orbital gap (spin up / spin down) is 0.2572 / 0.2534 Eh. The spin multiplicity is 3. As for the relative energy (zero: lowest compared OMol25 entry of this formula, charge and spin): 19.7 kcal/mol. For the LUMO energy (spin up / spin down), the calculation gives -11.372 / -11.603 eV.

Last column: natural (NBO) charge in e.
Positions of all 55 atoms, in Å:
1 Mo -0.489 -1.160 -0.098  1.50
2 C -1.381 1.489 1.469  -0.24
3 O -0.597 0.226 1.400  -0.55
4 C 0.252 -0.094 2.575  -0.10
5 C 1.607 -0.449 2.039  -0.10
6 O 1.375 -1.315 0.885  -0.55
7 C 2.598 -1.942 0.365  -0.25
8 H -0.684 2.295 1.681  0.24
9 H -2.128 1.373 2.249  0.24
10 H -1.845 1.620 0.496  0.22
11 H -0.230 -0.915 3.101  0.23
12 H 0.282 0.782 3.220  0.27
13 H 2.175 -1.003 2.787  0.26
14 H 2.180 0.416 1.706  0.23
15 H 3.027 -2.548 1.158  0.24
16 H 3.283 -1.156 0.053  0.22
17 H 2.308 -2.563 -0.476  0.21
18 C -0.747 -2.436 -5.603  -0.44
19 C -0.446 -3.424 -4.497  -0.21
20 N -0.239 -2.684 -3.230  -0.55
21 C 0.099 -1.399 -3.156  0.66
22 N 0.262 -0.828 -1.894  -0.62
23 C 0.990 0.463 -1.864  -0.24
24 C 0.371 1.397 -2.885  -0.43
25 C 0.524 0.781 -4.259  -0.21
26 N 0.300 -0.682 -4.240  -0.34
27 C 0.301 -1.343 -5.574  -0.22
28 H -1.743 -2.005 -5.480  0.23
29 H -0.727 -2.945 -6.565  0.28
30 H 0.457 -3.996 -4.716  0.23
31 H -1.263 -4.125 -4.341  0.24
32 H -0.096 -3.242 -2.406  0.41
33 H 2.052 0.292 -2.055  0.24
34 H 0.918 0.883 -0.852  0.21
35 H 0.861 2.370 -2.866  0.28
36 H -0.685 1.552 -2.650  0.22
37 H 1.523 0.949 -4.663  0.24
38 H -0.192 1.209 -4.958  0.25
39 H 1.302 -1.731 -5.768  0.23
40 H 0.094 -0.567 -6.307  0.25
41 C -1.156 -2.973 0.656  -0.61
42 C -2.110 -3.154 -0.474  -0.05
43 C -2.520 -1.974 -1.107  -0.16
44 C -3.423 -1.925 -2.162  -0.14
45 C -3.889 -3.139 -2.635  -0.10
46 C -3.461 -4.347 -2.052  -0.10
47 C -2.561 -4.365 -1.005  -0.18
48 C -4.797 -3.149 -3.751  0.19
49 N -5.500 -3.110 -4.659  -0.14
50 H -0.451 -3.782 0.838  0.27
51 H -1.637 -2.669 1.596  0.27
52 H -2.318 -0.978 -0.660  0.17
53 H -3.742 -0.994 -2.611  0.27
54 H -3.862 -5.279 -2.432  0.28
55 H -2.249 -5.304 -0.565  0.27